--- one ---
The following is a DFT calculation (ωB97M-V/def2-TZVPD) of C5H9N3O as an isolated structure.

Each line ends with the Löwdin charge.
Element x y z (Å)
C: -1.738 0.320 0.492  -0.0767
C: 0.733 -1.566 -0.011  -0.5451
C: -0.290 0.159 0.866  -0.3713
N: -0.309 -2.302 -0.574  0.1442
N: 0.100 0.398 2.041  0.1430
O: 1.520 -1.930 0.817  0.0989
H: 0.017 -3.229 -0.822  0.1134
H: -0.775 -1.850 -1.346  0.0937
H: 1.073 0.110 2.183  0.0641
H: -2.212 -0.662 0.523  0.0721
H: -2.246 0.962 1.213  0.0787
H: -1.875 0.726 -0.512  0.0704
C: 0.933 1.953 -0.748  -0.0342
C: 0.857 0.479 -0.643  -0.2873
N: 1.335 -0.511 -1.160  0.1740
H: 1.421 2.360 0.137  0.0918
H: 1.516 2.190 -1.640  0.0885
H: -0.061 2.392 -0.816  0.0818

Values from the calculation:
HOMO-LUMO gap = 7.867 eV
E_HOMO = -0.301 Eh
lowest unoccupied orbital energy = -0.0117 Eh

--- two ---
The following is a DFT calculation (ωB97M-V/def2-TZVPD) of one molecule with the formula C5H9N3O.

Each line ends with the Löwdin charge.
Element x y z (Å)
C: 1.997 -0.716 0.703  -0.0787
C: 1.599 1.459 -0.414  -0.0857
C: -0.684 -1.194 0.200  -0.2495
C: -2.634 -0.415 -0.617  -0.1655
C: -2.740 0.763 0.262  -0.1818
H: 3.053 -0.364 0.588  0.0915
H: 1.697 -0.569 1.736  0.0838
H: 1.973 -1.760 0.335  0.0830
H: 2.658 1.519 -0.761  0.0869
H: 1.493 2.016 0.520  0.0787
H: 0.989 1.932 -1.198  0.0836
H: -0.064 -1.981 0.720  0.1376
H: -3.610 -0.801 -0.896  0.1311
H: -2.112 -0.126 -1.515  0.1173
N: 1.211 0.068 -0.270  -0.3063
N: -0.112 -0.128 -0.326  0.0530
N: -2.773 1.757 0.866  0.1548
O: -1.942 -1.461 0.066  -0.0338

Values from the calculation:
SMILES = CN(C)/N=C/OCC#N
HOMO-LUMO gap = 8.771 eV
E_HOMO = -0.291 Eh
lowest unoccupied orbital energy = 0.0311 Eh

--- three ---
The following is a DFT calculation (ωB97M-V/def2-TZVPD) of a 2-piece molecular cluster, C5H9N3O overall.

Each line ends with the Löwdin charge.
Element x y z (Å)
C: 0.649 1.921 0.127  -0.8535
C: -1.122 0.257 0.636  -0.1647
C: -1.022 -0.651 -0.629  -0.0920
C: -0.499 -1.894 -1.154  -0.1226
C: 0.224 -2.786 -0.315  -0.1711
H: 2.508 0.643 0.791  0.2010
H: 1.015 -0.363 -0.446  0.2425
H: 1.885 3.385 0.697  0.1265
H: -0.951 2.372 0.811  0.2044
H: -2.271 0.329 0.647  0.1168
H: -0.549 -0.156 1.635  0.1616
H: -1.845 -0.260 -1.308  0.1165
H: -0.475 -2.234 -2.109  0.0666
H: -0.457 -3.862 -0.216  0.1830
N: 1.528 0.903 0.107  0.0261
N: 0.814 3.095 0.383  0.0607
N: -0.697 1.647 -0.141  0.0112
O: 1.265 -2.348 0.484  -0.1131

Values from the calculation:
HOMO-LUMO gap = 8.045 eV
E_HOMO = -0.320 Eh
lowest unoccupied orbital energy = -0.0245 Eh

--- four ---
The following is a DFT calculation (ωB97M-V/def2-TZVPD) of C5H9N3O as an isolated structure.

Each line ends with the Löwdin charge.
Element x y z (Å)
C: -0.805 0.154 1.442  -0.7204
C: -1.335 -0.748 -0.797  -0.1765
C: 0.222 -0.783 -1.037  -0.1988
C: 1.226 0.414 -1.093  -0.1654
C: 1.824 1.202 0.160  -0.0775
H: -0.138 0.401 3.286  0.1321
H: -2.608 -1.258 1.212  0.2937
H: -1.963 -1.316 -1.355  0.0661
H: -1.552 0.254 -1.246  0.1115
H: 0.051 -1.205 -2.117  0.1330
H: 0.497 -1.584 -0.328  0.1176
H: 2.194 -0.106 -1.671  0.1455
H: 1.043 1.318 -1.844  0.1449
H: 2.919 1.506 0.207  0.1242
N: -0.890 -0.234 2.612  0.0907
N: -1.539 -0.671 0.706  -0.0182
N: 1.041 1.608 1.163  0.1113
O: -0.185 1.049 0.700  -0.1136

Values from the calculation:
HOMO-LUMO gap = 8.715 eV
E_HOMO = -0.297 Eh
lowest unoccupied orbital energy = 0.0233 Eh

Computed stability ranking, most favorable first: two, one, four, three

--- one ---
The following is a DFT calculation (ωB97M-V/def2-TZVPD) of one molecule with the formula C3H5I.

Each line ends with the Löwdin charge.
Element x y z (Å)
C: -1.052 0.616 0.481  0.0348
C: 0.014 -0.203 0.491  -0.2948
C: 1.037 -0.284 -0.535  -0.5525
I: 3.154 0.373 0.000  0.5891
H: -1.805 0.521 1.293  0.0776
H: -1.258 1.120 -0.359  0.0153
H: 0.342 -0.886 1.322  0.1110
H: 1.430 -1.325 -0.608  0.0257
H: 0.723 0.133 -1.377  -0.0062

Values from the calculation:
SMILES = C=CCI
HOMO-LUMO gap = 9.193 eV
E_HOMO = -0.345 Eh
lowest unoccupied orbital energy = -0.0069 Eh

--- two ---
The following is a DFT calculation (ωB97M-V/def2-TZVPD) of one molecule with the formula C3H5I.

Each line ends with the Löwdin charge.
Element x y z (Å)
C: 0.159 1.420 -0.332  -0.0814
C: -0.383 0.251 -0.019  -0.7918
C: 0.263 -1.085 0.303  -0.2339
I: -2.507 -0.078 0.258  0.7433
H: -0.373 2.341 -0.610  0.0549
H: 1.276 1.586 -0.528  0.0903
H: 0.023 -1.954 -0.384  0.0835
H: 1.383 -1.020 0.028  0.0962
H: 0.159 -1.461 1.283  0.0388

Values from the calculation:
SMILES = C=C(C)I
HOMO-LUMO gap = 9.775 eV
E_HOMO = -0.339 Eh
lowest unoccupied orbital energy = 0.0207 Eh

Computed stability ranking, most favorable first: two, one

--- one ---
The following is a DFT calculation (ωB97M-V/def2-TZVPD) of C3H4N2O3 as an isolated structure.

Each line ends with the Löwdin charge.
Element x y z (Å)
C: 1.275 -0.065 -0.275  -0.4122
C: 0.558 -1.142 0.414  -0.0147
C: -0.773 0.725 0.071  -0.4971
H: 3.065 -0.670 0.579  0.2910
H: 0.899 -2.183 0.778  0.1298
H: -2.742 -0.447 -0.462  0.3038
H: -1.189 2.400 -0.209  0.1411
N: -0.874 -0.645 0.629  -0.0169
N: -1.651 1.534 0.289  0.1794
O: 2.528 0.092 -0.127  0.0551
O: -1.673 -1.515 -0.611  -0.2354
O: 0.555 1.119 -0.309  0.0761

Values from the calculation:
HOMO-LUMO gap = 7.995 eV
E_HOMO = -0.314 Eh
lowest unoccupied orbital energy = -0.0205 Eh

--- two ---
The following is a DFT calculation (ωB97M-V/def2-TZVPD) of one molecule with the formula C3H4N2O3.

Each line ends with the Löwdin charge.
Element x y z (Å)
C: 0.593 -1.109 -0.038  -0.4292
C: 1.101 0.003 -0.671  0.0221
C: -1.063 0.265 0.173  -0.3948
H: 2.030 -2.257 -0.540  0.1884
H: 2.024 0.067 -1.348  0.1439
H: -0.155 2.896 -0.431  0.1480
H: -2.783 0.300 1.080  0.0574
N: -0.045 0.978 -0.551  -0.0891
N: -2.051 0.817 0.659  0.1975
O: 1.360 -2.192 0.276  0.0553
O: 0.556 2.227 -0.091  -0.0418
O: -0.695 -1.100 0.277  0.1422

Values from the calculation:
SMILES = [H]/N=c1\oc(O)cn1O
HOMO-LUMO gap = 8.580 eV
E_HOMO = -0.300 Eh
lowest unoccupied orbital energy = 0.0153 Eh

Computed stability ranking, most favorable first: two, one

--- one ---
The following is a DFT calculation (ωB97M-V/def2-TZVPD) of an isolated ion of composition C6H13N and charge -1.

Each line ends with the Löwdin charge.
Element x y z (Å)
C: -0.550 -0.249 2.738  -0.1493
C: -0.579 1.012 1.856  -0.3149
C: -0.817 0.748 0.379  -0.3442
N: -0.430 0.134 -2.503  0.0229
C: 0.454 -0.306 -1.536  -0.5634
C: 0.282 -0.072 -0.239  -0.1499
C: 1.574 -1.153 -2.060  -0.1872
H: -1.155 -1.040 2.299  0.0624
H: 0.460 -0.645 2.838  0.0536
H: -0.923 -0.035 3.738  0.0479
H: -1.356 1.670 2.255  0.0796
H: 0.357 1.563 1.986  0.0959
H: -0.895 1.714 -0.127  0.0582
H: -1.789 0.256 0.234  0.0842
H: -0.112 0.111 -3.462  -0.0162
H: -1.112 0.845 -2.281  -0.0115
H: 1.007 -0.486 0.451  0.0847
H: 2.156 -0.606 -2.812  0.0369
H: 1.161 -2.062 -2.501  0.0536
H: 2.267 -1.399 -1.252  0.0567

Values from the calculation:
multiplicity = 2
HOMO-LUMO gap (spin up / spin down) = 2.536 / 7.720 eV
E_HOMO (spin up / spin down) = 0.052 / -0.144 Eh
lowest unoccupied orbital energy (spin up / spin down) = 0.1456 / 0.1396 Eh
total charge = -1

--- two ---
The following is a DFT calculation (ωB97M-V/def2-TZVPD) of an isolated ion of composition C6H13N and charge -1.

Each line ends with the Löwdin charge.
Element x y z (Å)
C: -1.871 0.526 -0.406  -0.5011
C: -1.362 -0.552 0.535  -0.2567
C: -0.124 -0.150 1.364  -0.2551
C: 2.710 -0.766 -1.224  -0.2118
C: 1.679 -0.941 -0.174  -0.2409
C: 1.109 0.028 0.548  -0.1862
N: -2.113 1.803 0.311  -0.0662
H: -2.760 0.111 -0.883  0.0511
H: -1.111 0.762 -1.154  0.0389
H: -1.218 -1.537 0.095  0.0893
H: -2.135 -0.650 1.269  0.0787
H: 0.040 -0.999 2.046  0.0980
H: -0.365 0.737 1.942  0.0842
H: 3.497 -0.078 -0.904  0.0613
H: 2.246 -0.254 -2.081  0.0411
H: 3.132 -1.684 -1.628  0.0488
H: 1.318 -1.967 -0.069  0.0918
H: 1.743 0.914 0.565  0.0816
H: -2.965 2.240 -0.036  -0.0190
H: -1.450 2.460 -0.116  -0.0277

Values from the calculation:
multiplicity = 2
HOMO-LUMO gap (spin up / spin down) = 2.721 / 9.322 eV
E_HOMO (spin up / spin down) = 0.051 / -0.194 Eh
lowest unoccupied orbital energy (spin up / spin down) = 0.1515 / 0.1490 Eh
total charge = -1

Computed stability ranking, most favorable first: one, two